{"formula": "C31H28Br2CoN5OS", "method": "ωB97M-V/def2-TZVPD", "symbols": ["Co", "N", "C", "C", "C", "C", "C", "C", "C", "C", "C", "C", "C", "C", "N", "C", "C", "C", "C", "N", "H", "H", "H", "H", "H", "H", "H", "H", "H", "H", "C", "C", "O", "C", "C", "H", "H", "H", "H", "H", "H", "H", "H", "H", "H", "Br", "C", "C", "C", "C", "C", "N", "H", "H", "H", "H", "S", "C", "Br", "C", "C", "C", "N", "C", "C", "H", "H", "H", "H"], "positions_angstrom": [[-0.8435, -0.4831, -0.6336], [6.5754, -1.1912, 6.4945], [5.7466, -1.1167, 5.7024], [4.7121, -1.0227, 4.7127], [3.7812, 0.0114, 4.7801], [2.7891, 0.0992, 3.8195], [2.7047, -0.8348, 2.7867], [3.6435, -1.8656, 2.7375], [4.6436, -1.9640, 3.6884], [1.6371, -0.7258, 1.7586], [0.3002, -0.8513, 2.1840], [-0.1250, -1.2239, 3.5221], [-1.4929, -1.2849, 3.5038], [-1.8874, -0.9589, 2.1905], [-0.8129, -0.6822, 1.4045], [2.0329, -0.4425, 0.4273], [3.3987, -0.1526, 0.0248], [3.3753, 0.0831, -1.3212], [2.0294, -0.0587, -1.7222], [1.2219, -0.3666, -0.6750], [3.8449, 0.7399, 5.5765], [2.0699, 0.9074, 3.8678], [3.5850, -2.6006, 1.9444], [5.3661, -2.7674, 3.6473], [0.5370, -1.4284, 4.3453], [-2.1548, -1.5369, 4.3158], [-2.8888, -0.9249, 1.7895], [4.2440, -0.1257, 0.6896], [4.2013, 0.3333, -1.9662], [1.6259, 0.0902, -2.7117], [0.4594, 2.8492, 1.3838], [-0.8842, 2.4810, 0.7887], [-0.8060, 1.7987, -0.4774], [-0.0333, 2.4997, -1.4659], [-0.5564, 3.8869, -1.7665], [0.3048, 3.2107, 2.4012], [0.9632, 3.6425, 0.8320], [1.1160, 1.9801, 1.4276], [-1.5154, 3.3654, 0.6636], [-1.3940, 1.7843, 1.4523], [-0.0937, 1.8749, -2.3559], [1.0134, 2.5237, -1.1533], [-1.6153, 3.8588, -2.0238], [-0.0130, 4.2944, -2.6196], [-0.4174, 4.5781, -0.9355], [-2.6486, 1.3284, -3.6384], [-1.5007, -0.1179, -4.0528], [-1.4098, -0.4869, -5.3902], [-0.5824, -1.5413, -5.7188], [0.1237, -2.1779, -4.7055], [-0.0357, -1.7292, -3.4123], [-0.8428, -0.7109, -3.0672], [-1.9759, 0.0506, -6.1358], [-0.4852, -1.8561, -6.7489], [0.7906, -3.0026, -4.9096], [0.5205, -2.1833, -2.6027], [-0.5518, -4.0070, 0.0799], [-0.8539, -2.6465, -0.5080], [-7.5630, -0.1336, -1.6205], [-5.7198, -0.2362, -1.2958], [-4.9831, -1.3101, -1.7716], [-3.6265, -1.3313, -1.5132], [-2.9890, -0.3752, -0.8317], [-3.7161, 0.6485, -0.3752], [-5.0775, 0.7624, -0.5792], [-5.4480, -2.1079, -2.3314], [-3.0151, -2.1474, -1.8775], [-3.1789, 1.4158, 0.1627], [-5.6197, 1.6121, -0.1911]], "atomic_forces_ev_per_a": [[0.02, 0.29, -0.08], [-0.02, 0.00, -0.01], [0.11, -0.01, 0.11], [-0.04, 0.02, -0.03], [0.00, -0.04, -0.04], [0.02, -0.03, 0.01], [0.01, 0.00, 0.01], [0.00, 0.02, 0.02], [-0.04, 0.03, -0.01], [-0.03, 0.03, -0.02], [0.00, 0.01, -0.01], [-0.04, -0.02, 0.01], [-0.02, -0.02, 0.04], [0.05, 0.01, -0.01], [-0.02, 0.03, -0.09], [-0.02, 0.02, 0.00], [0.02, 0.00, -0.09], [0.07, -0.02, 0.02], [-0.01, 0.10, 0.04], [-0.13, -0.08, 0.00], [0.01, 0.00, 0.01], [-0.02, 0.01, -0.02], [-0.01, 0.00, -0.02], [0.01, 0.00, 0.01], [0.01, -0.01, 0.03], [0.01, 0.00, 0.02], [-0.01, 0.00, 0.01], [0.04, 0.01, 0.01], [0.01, 0.01, 0.01], [0.03, 0.01, 0.02], [0.03, 0.01, -0.01], [-0.05, -0.07, 0.03], [0.06, 0.02, -0.03], [-0.02, -0.09, -0.03], [0.01, 0.05, -0.02], [-0.02, -0.01, 0.01], [-0.01, -0.01, -0.01], [0.00, -0.03, 0.00], [0.02, 0.00, 0.03], [-0.02, 0.01, -0.02], [0.01, 0.01, -0.01], [0.00, 0.03, 0.00], [-0.02, -0.01, 0.00], [0.00, -0.01, -0.01], [0.00, -0.02, 0.01], [0.02, 0.01, 0.00], [-0.05, -0.01, -0.03], [-0.02, 0.04, 0.08], [0.05, -0.03, 0.04], [-0.04, 0.02, -0.03], [0.02, -0.06, -0.02], [0.07, 0.02, 0.04], [0.00, -0.01, -0.01], [0.00, -0.01, 0.00], [0.01, 0.00, -0.01], [-0.03, -0.01, 0.00], [-0.05, 0.21, -0.08], [0.04, -0.36, 0.10], [0.02, 0.00, 0.00], [0.05, 0.01, 0.01], [-0.01, 0.03, 0.02], [0.00, -0.02, -0.01], [-0.06, -0.07, 0.03], [0.02, 0.02, 0.01], [-0.02, -0.02, -0.01], [-0.01, -0.01, -0.01], [-0.01, 0.00, -0.02], [0.01, 0.02, 0.01], [0.00, 0.00, 0.00]], "spin_multiplicity": 6, "energy_ha": -8475.80608, "gap_ev": [4.9655, 6.0759], "total_charge": 1}